ORCA calculation (the ωB97M-V functional and the def2-TZVPD basis) on a structure of composition C6H3AuO5 in a non-equilibrium geometry.

Its LUMO energy (spin up / spin down) is -20.22 / -22.95 eV. The total charge is +4. The total energy is -739.8507 hartree. As for the expectation value of S²: 2.028. As for the maximum force: 0.2919 hartree/bohr. The calculation puts the energy relative to the best compared isomer or geometry (same formula, charge and spin) at 216.4 kJ/mol. The HOMO energy (spin up / spin down) comes out at -28.03 / -28.22 eV. As for the spin multiplicity: 3.

Last column: Löwdin charge in e.
Atoms and positions in Å:
C (0.062, 1.196, 1.416)  0.08
C (0.677, 0.957, 0.082)  -0.04
O (1.119, 2.983, -1.385)  0.57
C (0.866, 2.091, -0.762)  0.17
O (-1.032, 0.711, 1.662)  -0.10
H (0.532, 1.938, 2.082)  0.23
Au (-2.245, 0.539, 2.775)  1.70
O (-0.247, -2.447, -0.712)  0.32
C (-1.117, -1.674, -1.503)  -0.35
C (0.599, -1.644, -0.103)  0.17
O (-2.047, -2.105, -2.084)  0.48
O (-0.758, -0.399, -1.327)  0.27
C (0.420, -0.348, -0.577)  -0.10
H (1.372, -2.058, 0.543)  0.22
H (1.797, 0.259, -0.109)  0.37